No. 1
The following is a quantum chemistry calculation of C26H31N2O8Sn as an isolated structure, from the Open Molecules 2025 dataset.

```
68
C26H31N2O8Sn, DFT the ωB97M-V functional and the def2-TZVPD basis
Sn 0.79 -2.70 -1.92
O 1.46 -4.15 6.68
O 0.49 0.42 5.51
O 1.80 -3.02 -3.83
O -1.33 2.03 -2.65
O -0.15 0.75 3.43
O 2.10 -5.59 5.15
O 2.00 -2.08 -0.17
O 1.71 -4.26 0.24
N 1.77 -4.44 5.50
N 0.44 0.07 4.31
C 0.86 2.64 -0.08
C 1.22 -1.48 2.55
C -1.99 4.33 -3.44
C 2.20 -3.76 -6.16
C 2.57 1.23 -0.72
C 1.71 -3.40 4.51
C -1.44 -1.53 0.71
C 2.48 -4.08 -4.69
C -1.85 -0.70 1.80
C -1.80 2.87 -3.77
C 1.07 -2.73 -6.17
C -0.34 1.45 -3.56
C -3.09 2.31 -4.36
C -1.77 -0.86 -0.50
C 1.12 -2.06 -4.79
C 1.67 -2.74 2.14
C 1.05 -1.17 3.92
C 1.83 -3.09 0.66
C -0.53 2.55 -4.60
C 1.30 1.93 1.07
C 1.70 2.26 -1.17
C 2.34 1.04 0.67
C 1.37 -2.10 4.91
C 1.87 -3.72 3.14
C -2.41 0.49 1.25
C -2.39 0.38 -0.17
H -2.93 4.48 -2.91
H 0.10 -3.23 -6.30
H 0.91 2.05 2.07
H 1.74 -1.15 -4.76
H 0.65 1.38 -3.11
H 3.28 0.67 -1.33
H -1.80 -0.96 2.85
H -0.68 0.45 -3.90
H -0.95 -2.49 0.79
H -3.42 2.90 -5.22
H 0.02 3.34 -0.12
H 1.30 -1.83 5.96
H -2.07 4.91 -4.37
H -1.60 -1.23 -1.51
H -0.64 2.25 -5.65
H -2.96 1.25 -4.65
H 0.22 3.35 -4.50
H 1.16 -1.98 -6.96
H 1.93 -4.65 -6.74
H 3.10 -3.32 -6.62
H 3.56 -4.05 -4.46
H -2.77 1.33 1.84
H 2.89 0.36 1.32
H 0.97 -0.74 1.80
H 2.14 -4.73 2.86
H -1.16 4.73 -2.85
H -3.87 2.37 -3.58
H 0.10 -1.85 -4.41
H 1.70 2.72 -2.16
H -2.78 1.11 -0.88
H 2.04 -5.05 -4.40
```

- HOMO-LUMO gap (alpha / beta): 3.76 / 3.55 eV
- Lowest unoccupied orbital energy (alpha / beta): 1.165 / 1.018 eV
- Largest force on an atom: 3.8 eV/A
- E_HOMO (alpha / beta): -2.59 / -2.54 eV
- Spin multiplicity: 1
- Net charge: -1

These are the Löwdin partial charges, in e, on atoms 1 to 5: Sn 1.281; O 0.047; O 0.047; O -0.490; O -0.091

No. 2
The following is a quantum chemistry calculation of one molecule with the formula C26H31N3O3, from the Open Molecules 2025 dataset.

```
63
C26H31N3O3, DFT the ωB97M-V functional and the def2-TZVPD basis
O 1.12 0.96 -4.86
O -5.44 -3.58 7.37
O 3.00 4.74 -6.54
N -1.84 -2.79 2.24
N -0.91 -1.13 3.64
N 0.30 -1.07 -0.91
C 1.10 1.39 -2.41
C 4.71 3.33 -5.51
C 4.18 2.33 -3.38
C -3.66 -3.49 4.24
C -0.05 -0.82 2.69
C -1.78 -2.11 3.39
C -0.02 -1.47 1.46
C 2.91 2.92 -3.41
C -2.71 -1.81 5.67
C -0.62 0.05 -1.04
C -0.98 -2.47 1.30
C 0.35 1.36 -3.76
C 3.85 5.00 -7.64
C 1.19 -1.12 -2.05
C -3.60 -2.15 6.67
C -2.73 -2.47 4.44
C 2.00 0.16 -2.26
C -4.55 -3.83 5.23
C 5.06 2.54 -4.43
C 0.08 1.40 -1.25
C 1.93 2.70 -2.29
C -4.53 -3.16 6.46
C 2.57 3.72 -4.49
C -5.48 -2.95 8.63
C 3.46 3.93 -5.54
C 0.96 -1.13 0.38
H 1.61 4.21 -4.53
H -1.05 -3.02 0.37
H -1.24 0.10 -0.15
H -0.10 2.35 -3.93
H 2.48 2.67 -1.35
H -5.70 -1.88 8.55
H 1.81 1.62 -5.01
H -3.67 -4.00 3.29
H 4.09 4.08 -8.18
H 0.59 1.68 -0.33
H -0.68 2.17 -1.45
H 2.68 0.30 -1.41
H 0.64 -0.02 2.92
H -3.56 -1.61 7.61
H -6.28 -3.44 9.18
H 0.58 -1.32 -2.94
H 1.87 -1.97 -1.92
H 2.61 0.04 -3.16
H -1.27 -0.17 -1.89
H 1.24 3.54 -2.26
H 4.47 1.73 -2.54
H -0.47 0.63 -3.71
H -4.54 -3.08 9.17
H 3.28 5.65 -8.30
H 1.71 -1.93 0.32
H -5.27 -4.61 5.09
H 6.03 2.08 -4.40
H -1.99 -1.02 5.82
H 5.42 3.47 -6.31
H 4.77 5.50 -7.33
H 1.49 -0.20 0.65
```

- Energy above the lowest of the compared OMol25 structures with the same formula, charge and spin: 338.4 kJ/mol
- HOMO-LUMO gap: 8.69 eV
- Lowest unoccupied orbital energy: 0.654 eV
- Largest force on an atom: 0.7 eV/A
- E_HOMO: -8.04 eV
- Spin multiplicity: 1
- Net charge: 0
- SMILES string: COc1ccc(-c2ncc(CN3CCC(CO)(Cc4cccc(OC)c4)CC3)cn2)cc1

These are the Löwdin partial charges, in e, on atoms 1 to 5: O -0.042; O -0.082; O -0.079; N 0.139; N 0.133

No. 3
The following is a quantum chemistry calculation of one molecule with the formula C26H31N3O4, from the Open Molecules 2025 dataset.

```
64
C26H31N3O4, DFT the ωB97M-V functional and the def2-TZVPD basis
O 1.78 0.83 0.35
O -5.26 -1.07 -1.78
O -4.08 -0.91 2.02
O 6.20 -2.52 0.51
N -4.57 1.02 0.96
N 4.90 -0.67 0.47
N 8.57 0.80 -1.48
C -6.32 -2.13 0.08
C 2.47 0.27 -0.75
C -0.38 -0.08 -0.36
C 4.69 0.75 0.34
C -1.72 -0.23 -0.07
C 9.42 0.41 0.71
C -6.52 0.39 -0.36
C 3.68 -1.43 0.65
C 6.09 -1.32 0.37
C 2.75 -1.23 -0.54
C -4.69 1.85 -1.33
C -6.20 -3.46 -0.65
C -0.09 1.13 1.70
C 0.45 0.60 0.52
C 9.51 0.95 -0.56
C -5.99 0.78 1.03
C -6.19 1.51 -1.35
C 7.29 -0.47 0.09
C 3.80 1.03 -0.87
C 7.50 0.10 -1.17
C -2.26 0.31 1.09
C -4.22 2.12 0.10
C -1.43 0.98 1.98
C -3.71 0.07 1.40
C -5.95 -0.96 -0.80
C 8.29 -0.32 1.04
H -6.93 -3.51 -1.46
H -7.32 -1.99 0.49
H 6.76 -0.01 -1.96
H 3.18 -1.08 1.57
H 4.30 0.73 -1.79
H 10.22 0.55 1.42
H -5.60 -2.11 0.91
H -4.14 1.00 -1.73
H 3.95 -2.48 0.76
H -6.17 -0.01 1.76
H 0.56 1.65 2.37
H -5.21 -3.56 -1.08
H -6.37 -4.28 0.03
H -7.61 0.28 -0.30
H 0.00 -0.51 -1.27
H 8.18 -0.77 2.02
H -1.84 1.39 2.89
H -6.49 1.69 1.37
H -6.47 1.21 -2.36
H 1.89 0.42 -1.67
H 3.22 -1.62 -1.45
H 5.64 1.27 0.25
H 4.17 1.10 1.24
H -4.50 2.72 -1.96
H 1.82 -1.76 -0.37
H -6.76 2.40 -1.08
H 3.59 2.10 -0.93
H -2.36 -0.76 -0.76
H 10.37 1.53 -0.87
H -4.72 3.02 0.49
H -3.14 2.28 0.12
```

- Energy above the lowest of the compared OMol25 structures with the same formula, charge and spin: 137.3 kJ/mol
- HOMO-LUMO gap: 9.38 eV
- Lowest unoccupied orbital energy: 0.658 eV
- Largest force on an atom: 0.8 eV/A
- E_HOMO: -8.72 eV
- Spin multiplicity: 1
- Net charge: 0
- SMILES string: CCC(=O)[C@@H]1CCCN(C(=O)c2ccc(OC3CCN(C(=O)c4cccnc4)CC3)cc2)C1

These are the Löwdin partial charges, in e, on atoms 1 to 5: O -0.026; O 0.100; O 0.067; O 0.076; N -0.030